1.
C5H14 | ωB97M-V with the def2-TZVPD basis set

Computed properties:
E_tot (eV): -5411.433
Net charge: 0
SMILES: CCC.CC

Last column: Löwdin charge in e.
Cartesian coordinates (Å):
C (2.507, 0.762, 1.891)  -0.16
C (1.202, -0.041, 1.698)  -0.16
H (3.424, 0.182, 1.951)  0.06
H (2.679, 1.207, 0.896)  0.06
H (2.476, 1.580, 2.604)  0.06
H (0.985, 0.026, 0.655)  0.01
H (1.414, -1.081, 1.977)  0.07
H (0.412, 0.306, 2.356)  0.07
C (-0.749, -0.407, -1.279)  -0.31
C (-1.644, -0.921, -0.130)  -0.12
C (-1.431, 0.550, -2.277)  -0.12
H (0.121, 0.056, -0.844)  0.05
H (-0.392, -1.243, -1.884)  0.10
H (-2.465, -1.500, -0.563)  0.07
H (-0.637, 1.201, -2.645)  0.06
H (-1.914, 0.135, -3.163)  0.06
H (-2.217, 1.170, -1.834)  0.07
H (-1.073, -1.618, 0.479)  0.06
H (-2.079, -0.089, 0.414)  0.07

2.
C5H14 | ωB97M-V with the def2-TZVPD basis set

Computed properties:
E_tot (eV): -5410.833
Net charge: 0
SMILES: CCC.CC

Last column: Löwdin charge in e.
Cartesian coordinates (Å):
C (1.848, -0.404, -0.847)  -0.26
C (1.716, -1.159, 0.566)  -0.12
C (2.557, 0.910, -0.494)  -0.14
H (0.794, -0.275, -1.137)  0.09
H (2.364, -1.130, -1.497)  0.09
H (2.594, -1.158, 1.229)  0.07
H (0.917, -0.764, 1.139)  0.05
H (3.281, 1.211, -1.315)  0.08
H (3.062, 1.038, 0.443)  0.05
H (1.559, -2.170, 0.561)  0.02
H (1.763, 1.705, -0.402)  0.08
C (-2.604, 1.012, 0.326)  -0.18
C (-2.971, -0.421, 0.110)  -0.19
H (-2.870, 1.601, -0.509)  0.04
H (-3.233, 1.381, 1.125)  0.05
H (-1.525, 1.225, 0.675)  0.09
H (-2.351, -0.893, -0.633)  0.05
H (-3.868, -0.593, -0.377)  0.03
H (-3.030, -1.116, 1.037)  0.10

Respective energy relative to the best compared isomer or geometry (same formula, charge and spin) values: 14.2; 28.1 kcal/mol.